# 1
13
Properties=species:S:1:pos:R:3:forces:R:3 method="wB97M-V/def2-TZVPD" e_lumo_ha=-0.0384
C -1.563285 -0.825513 0.026773 -0.65 0.11 1.01
N 0.261497 1.037645 0.390676 -1.90 -4.41 -0.36
C -1.117063 0.626056 -0.138241 -0.66 3.45 1.57
H -1.785077 2.422470 -0.310288 0.69 1.70 0.17
N 2.582948 0.389535 0.070020 -2.61 -5.42 -0.23
N -2.092473 1.490464 -0.336383 2.54 -4.03 -0.23
H 1.417905 -2.190217 0.009947 1.65 -0.50 -0.48
N -0.434724 -1.899728 -0.314401 -2.35 3.01 1.28
H 2.849433 -0.719852 -0.276398 0.32 3.97 1.37
O -2.680853 -0.934022 0.536357 3.81 -1.51 -1.93
C 0.724738 -1.399461 -0.090899 -0.58 1.09 1.62
C 1.321731 0.078034 0.317717 -0.97 0.13 -3.24
H 0.515229 1.924595 0.115119 0.71 2.40 -0.55

=====

# 2
15
Properties=species:S:1:pos:R:3:forces:R:3 method="wB97M-V/def2-TZVPD" e_lumo_ha=0.0134 smiles="O=[N+]([O-])[C@@H]1Nc2[nH]cnc2O1"
O 2.415452 -0.916784 -1.372493 -0.42 -0.40 0.96
H 2.159638 1.390305 0.534987 -1.84 -0.22 -0.84
O 2.668660 1.041907 -2.078729 -0.01 1.58 0.19
N -2.226004 0.836554 -0.140560 0.03 0.14 -0.01
O 0.199898 1.566407 -0.346039 0.23 0.87 -0.24
N 0.936615 -0.339799 0.687648 -0.81 -1.33 1.52
N -1.599132 -1.064242 0.927829 0.02 -0.67 -0.18
H -3.789715 -0.653916 0.579792 2.97 1.19 -0.69
H -1.625177 -2.021283 1.346524 -0.24 1.52 -0.70
C -0.873652 0.776420 -0.007349 -1.16 -2.18 0.33
C -2.665568 -0.281498 0.397979 -1.14 -1.44 1.31
N 2.227243 0.285645 -1.269051 -0.48 -0.89 -1.30
H 1.344491 -1.063899 0.144028 1.02 -1.44 -0.22
C -0.458037 -0.384251 0.570332 -1.44 1.76 -0.40
C 1.285288 0.828434 0.025103 3.28 1.52 0.27

=====

# 3
15
Properties=species:S:1:pos:R:3:forces:R:3 method="wB97M-V/def2-TZVPD" e_lumo_ha="-0.0906 / -0.0911"
H 0.723714 -1.649912 -0.256700 2.47 -2.71 -0.44
C -1.134924 -0.817433 -0.067107 0.83 -1.50 -0.43
N 0.248175 -0.851193 -0.107349 -2.60 3.15 0.33
O -0.180432 3.058581 0.032874 3.80 3.10 -0.84
H -2.394392 0.940283 0.196670 -1.80 0.34 0.06
C -1.491708 0.447482 0.081139 -0.17 0.68 -0.22
N -0.381540 1.218186 0.084020 1.47 -0.48 0.63
O 4.233615 0.323546 -0.008124 1.31 1.17 -0.12
O 2.868369 -1.269030 0.064580 -1.34 -1.69 -0.25
N 3.088612 -0.074679 0.007292 0.60 1.14 0.46
N 0.868100 3.492059 -0.122670 -4.05 -1.58 0.63
C 0.701381 0.431168 -0.016619 1.64 -1.13 0.12
H -1.627773 -1.737268 -0.277426 -0.70 -0.20 0.29
H 2.107316 1.974864 0.185040 1.51 -2.23 -0.28
C 2.064873 0.851957 0.029760 -2.97 1.95 0.06

=====

# 4
15
Properties=species:S:1:pos:R:3:forces:R:3 method="wB97M-V/def2-TZVPD" e_lumo_ha=-0.0067 smiles="Cc1nn2nn[nH]c2nc1=O"
H -3.485100 -0.890231 0.591349 0.79 -1.18 -1.02
H -2.402713 -2.417109 0.361622 -0.78 -0.22 0.65
N 0.700575 -0.369118 1.253978 0.84 0.35 1.37
N 0.982373 1.426802 -1.664059 -1.47 -1.68 -3.59
C -0.576882 -0.885444 1.195742 -0.90 1.21 1.40
N -1.007424 -0.012698 -1.119811 2.57 0.84 0.57
C -1.351391 -0.714747 -0.110155 -2.42 -1.41 0.45
O -1.189706 -1.257485 2.202899 1.17 -0.03 -1.94
N 2.131717 1.168338 0.029364 4.54 -0.64 1.60
H 3.036844 0.923569 0.499611 -1.19 0.79 -0.69
H -3.112035 -1.797060 -1.155345 0.37 1.26 2.29
N 2.151421 1.631934 -1.308190 -1.63 0.41 2.67
C 1.078275 0.436414 0.319872 -3.42 -2.94 -2.70
C -2.776350 -1.492940 -0.062451 1.85 1.07 -2.08
N 0.361156 0.466313 -0.902493 -0.33 2.17 1.03

=====

# 5
10
Properties=species:S:1:pos:R:3:forces:R:3 method="wB97M-V/def2-TZVPD" e_lumo_ha=-0.2195 charge=+1
H -1.840945 0.121170 1.331851 -0.06 -0.33 3.65
C -0.817377 -0.856896 -0.220606 0.57 -1.73 -1.25
C 1.236785 0.408014 -0.096300 2.64 2.75 1.01
N 2.046337 1.215115 0.139903 -2.49 -2.23 -0.66
C 0.501402 -0.739341 -0.404294 1.64 -1.35 -0.92
H 2.749499 1.863749 0.441577 0.12 0.27 0.01
C -1.616468 0.249681 0.346034 -0.78 -1.30 -1.03
H -1.340498 -1.843934 -0.480731 0.75 1.58 0.49
H 1.322435 -1.461392 -0.803403 -2.09 0.59 0.56
O -2.241171 1.043836 -0.254033 -0.28 1.75 -1.86

=====

# 6
11
Properties=species:S:1:pos:R:3:forces:R:3 method="wB97M-V/def2-TZVPD" e_lumo_ha="-0.2440 / -0.2440" charge=+1
O -0.329979 0.155292 -3.493962 -0.46 -0.74 0.26
C -1.054937 -0.652317 -1.231999 0.63 -0.32 2.87
H 1.800032 -0.181627 0.597199 -0.79 0.13 -0.12
H -1.957675 -1.288973 -1.039274 0.63 1.04 -0.86
N 1.564375 0.649211 -1.372633 1.42 0.07 -2.02
O 2.754100 0.633212 -1.665313 -3.11 -0.14 2.12
H -0.939934 -0.167341 0.891376 1.17 -0.92 -1.52
C -0.601658 -0.286285 -2.495325 0.37 0.64 -0.35
C -0.336994 -0.248206 -0.088699 -1.04 0.11 -0.86
H 0.768562 1.271441 0.503837 0.68 0.91 0.07
C 1.046280 0.365373 -0.019805 0.49 -0.79 0.40

=====

# 7
12
Properties=species:S:1:pos:R:3:forces:R:3 method="wB97M-V/def2-TZVPD" e_lumo_ha=0.1541 smiles="O=C1CNC([O-])=C1O" charge=-1
O -0.340545 1.941048 1.439007 0.12 -0.37 -0.34
H 0.742451 -0.391698 -2.207207 -0.04 0.22 0.11
C 0.506899 0.984065 -0.698179 0.18 -0.11 -0.27
H -0.815153 1.542851 2.179949 0.02 -0.03 -0.01
H -0.856806 -1.725532 -0.948613 -0.05 0.05 0.06
O 0.846828 1.975101 -1.347582 -0.07 0.13 0.12
C -0.441631 -0.440258 0.904472 0.71 -1.55 -2.16
C 0.029368 -1.322413 -0.448374 -0.62 1.06 2.09
H 0.687221 -2.144221 -0.152265 -0.07 0.01 0.09
C -0.083817 0.849523 0.585194 -0.39 0.52 0.68
O -0.984760 -0.955597 1.894774 -0.11 0.18 0.27
N 0.709947 -0.312868 -1.201177 0.33 -0.12 -0.64

=====

# 8
13
Properties=species:S:1:pos:R:3:forces:R:3 method="wB97M-V/def2-TZVPD" e_lumo_ha=0.1296 smiles="O=C([O-])[C@H]1NC(=O)[C@@H]1O" charge=-1
O 0.935203 2.025671 -1.539385 0.14 0.07 -0.08
O -0.336370 -1.161460 2.725834 -0.49 -0.03 0.93
H -1.463049 0.034283 -2.105941 0.02 -0.05 0.00
H 0.311734 1.811749 1.215821 0.08 0.05 -0.15
C 0.282711 -1.106426 1.661304 -0.76 0.89 -1.17
N 0.100838 1.173118 0.464843 -0.02 0.07 0.69
C 0.098722 -0.309449 -1.032850 -0.56 -0.11 2.42
C 0.496816 1.154258 -0.816565 0.04 0.38 -0.72
H -1.513869 -0.192043 0.668971 0.04 -0.08 -0.05
O 1.348984 -1.613074 1.314435 0.92 -0.38 -0.26
C -0.425388 -0.184734 0.563959 0.77 -1.01 -1.46
O -0.790690 -0.652985 -2.047368 -0.20 0.18 -0.26
H 0.954359 -0.978909 -1.073057 0.00 0.02 0.13

=====

# 9
10
Properties=species:S:1:pos:R:3:forces:R:3 method="wB97M-V/def2-TZVPD" e_lumo_ha=-0.0140 smiles=N#CC#CCP
N -0.084375 -1.892818 2.198400 0.33 -1.06 -0.96
H -1.013875 0.924349 -1.785572 1.26 -0.73 1.11
P -0.410721 1.011617 0.697691 -0.58 -1.84 -0.17
C 0.119735 -1.759605 -0.254872 -0.05 1.42 -3.36
C -0.109318 0.589280 -1.141466 -0.70 4.09 -2.10
C 0.029222 -0.826805 -1.046738 0.75 -1.58 1.87
C 0.055509 -2.051138 1.053486 -0.46 -0.22 3.18
H -0.123166 2.346989 0.753935 0.89 0.99 -0.20
H 0.811977 0.328877 1.050319 -0.36 1.19 0.14
H 0.725012 1.329253 -1.525182 -1.09 -2.26 0.49

=====

# 10
10
Properties=species:S:1:pos:R:3:forces:R:3 method="wB97M-V/def2-TZVPD" e_lumo_ha="-0.0161 / -0.0162"
C 0.269379 -0.017155 -0.101653 -3.29 -1.38 -1.18
H -2.819300 1.195463 0.808672 0.77 -0.96 -0.65
N 1.437172 -0.259127 -0.143627 -2.90 -0.10 1.10
C -1.103532 -0.041195 -0.203926 0.33 0.00 -0.60
C -2.488924 -0.459923 -0.721657 3.42 0.54 -0.20
P 2.983119 0.273313 -0.029708 0.58 2.59 -0.38
H -2.457353 -0.434007 1.369572 -0.59 -1.82 2.56
H 2.955795 0.467237 -1.425324 0.88 0.34 -0.20
C -2.340345 0.188616 0.575182 -0.30 2.87 -0.30
H 3.563990 -0.913222 -0.127530 1.10 -2.09 -0.14

=====

# 11
9
Properties=species:S:1:pos:R:3:forces:R:3 method="wB97M-V/def2-TZVPD" e_lumo_ha=0.0286 smiles=C#C[C@@H]1CO1
C -0.450431 0.147325 0.340438 2.23 0.17 -2.60
H 0.421598 0.510712 2.286391 1.58 -3.21 -2.52
C -0.018785 0.344151 -2.284472 1.10 -1.02 0.37
C 0.481012 -0.346493 1.306059 -0.05 -0.97 4.50
O -0.896357 -0.821204 1.234773 -0.21 -0.46 -1.04
H 0.117501 0.405326 -3.404957 -0.24 0.04 2.14
H -0.834409 1.111510 0.527273 -0.55 1.02 0.02
C 0.065635 0.058223 -1.084974 -2.96 0.52 -1.77
H 1.114237 -1.409550 1.079468 -0.90 3.91 0.89

=====

# 12
9
Properties=species:S:1:pos:R:3:forces:R:3 method="wB97M-V/def2-TZVPD" e_lumo_ha=0.0259 smiles="C=C=C1CO1"
C 0.992305 0.934481 -0.781101 0.33 -0.04 -0.09
H -1.387552 -1.926389 -0.285421 -0.53 -0.13 0.15
O 0.001401 1.954381 -0.395718 -0.20 0.12 0.04
H 1.981847 1.012089 -0.345850 -0.07 0.30 -0.02
C -1.177574 -1.480203 0.682029 -0.07 0.00 0.04
H -1.209638 -2.124268 1.552057 0.05 0.12 0.06
H 0.922360 0.632278 -1.825625 0.13 0.14 0.15
C -0.823247 -0.217068 0.677834 0.27 -0.20 -0.36
C -0.150507 0.685501 0.037820 0.08 -0.30 0.04

=====

# 13
9
Properties=species:S:1:pos:R:3:forces:R:3 method="wB97M-V/def2-TZVPD" e_lumo_ha=-0.0293
C -0.998455 0.326594 -0.016866 1.63 1.55 -0.75
C -0.223038 -0.949014 0.290547 -1.35 -0.31 0.56
H -1.259782 0.826866 0.926658 0.17 -0.09 -0.16
O -0.936746 -1.848684 0.630112 0.91 -0.79 0.03
H 2.381008 0.976265 -0.675122 0.00 0.51 -0.19
C 1.233622 -0.740717 0.149095 -0.49 0.81 -0.29
H -1.973333 0.048180 -0.509380 1.17 0.74 -0.05
C 1.593083 0.356078 -0.319899 1.80 -1.55 0.46
H 0.183639 1.004432 -0.475142 -3.84 -0.88 0.40

=====

# 14
9
Properties=species:S:1:pos:R:3:forces:R:3 method="wB97M-V/def2-TZVPD" e_lumo_ha=0.0330 smiles="C=C=C1CO1"
H -1.989569 -0.228612 -0.741890 0.10 -0.01 0.36
O -1.019464 1.372310 0.325554 -0.06 0.23 0.28
C -0.260157 0.279732 0.494959 0.09 -0.08 -0.15
H 2.921373 -0.569625 -0.294619 0.01 -0.10 0.28
C 1.869332 -0.337964 -0.372343 -0.01 0.02 0.19
C -1.653434 0.049890 0.260926 -0.26 -0.25 0.19
C 1.006519 -0.044901 0.585773 -0.24 0.10 -0.79
H -2.291963 -0.192744 1.099841 -0.18 0.11 -0.06
H 1.417364 -0.328082 -1.358202 0.55 -0.02 -0.32

=====

# 15
9
Properties=species:S:1:pos:R:3:forces:R:3 method="wB97M-V/def2-TZVPD" e_lumo_ha=0.0307 smiles="C1=CC=1.C=O"
H 0.890621 -0.311097 -1.407109 1.26 -0.14 -0.15
C -1.326498 0.516792 0.087306 -0.42 -0.86 3.09
O 2.890649 -0.790343 -1.049370 0.19 -0.71 0.52
H -0.945724 -1.342595 1.705410 0.11 0.10 -0.24
C 2.017314 -0.222596 -1.612929 -0.59 2.74 -2.01
C -1.942891 0.736800 1.407160 0.84 -2.16 -1.42
H 2.323288 0.636494 -2.457343 -0.90 -1.87 1.66
H -2.669636 1.185067 2.081146 0.44 0.35 -0.33
C -1.237122 -0.408521 1.245728 -0.93 2.56 -1.12

=====

# 16
9
Properties=species:S:1:pos:R:3:forces:R:3 method="wB97M-V/def2-TZVPD" e_lumo_ha=0.0416 smiles=c1ccoc1
C 0.271926 0.667026 -0.999014 -0.14 0.01 -0.48
O 1.158674 -0.305166 -0.649670 0.00 -0.13 -0.34
C 0.653032 -0.942099 0.432926 0.07 0.16 0.11
H 1.265671 -1.766415 0.779375 -0.17 0.37 0.25
H -0.837463 0.069075 1.689397 -0.86 -1.70 1.29
H 0.619022 1.399479 -1.704515 -0.06 -0.27 -0.39
H -1.749983 1.150051 -0.240450 0.36 0.32 -0.13
C -0.549435 -0.391037 0.767827 0.59 0.82 -0.01
C -0.828550 0.585771 -0.232280 0.21 0.42 -0.28

=====

# 17
9
Properties=species:S:1:pos:R:3:forces:R:3 method="wB97M-V/def2-TZVPD" e_lumo_ha=0.0330 smiles="C=C=O.C#C"
C 0.944370 0.842353 0.014560 -1.12 1.91 1.25
C 1.212698 -0.424132 -0.079818 0.55 -0.16 -0.34
C -1.794444 0.252938 -0.648042 -1.04 -0.17 -1.02
H 2.001233 -0.786823 -0.688073 0.55 -0.10 -0.45
C -2.096002 0.469992 0.481905 0.29 -0.08 -0.01
O 0.589150 1.938842 0.243208 0.99 -1.36 -0.76
H -2.192899 0.668202 1.495939 -0.23 0.22 1.09
H 0.670795 -1.120404 0.514467 -0.48 -0.20 0.31
H -1.863427 0.088545 -1.696615 0.49 -0.07 -0.06

=====

# 18
9
Properties=species:S:1:pos:R:3:forces:R:3 method="wB97M-V/def2-TZVPD" e_lumo_ha=0.0414 smiles=c1ccoc1
H 0.371311 2.040606 -0.077690 0.17 -0.20 -0.44
C 0.233245 0.146085 1.029939 0.51 -0.14 -0.86
H -0.261694 0.322485 -2.193810 -0.53 0.10 -0.06
H 1.211594 0.408404 1.381143 -0.18 -0.29 2.43
C 0.100425 0.994361 -0.110349 0.07 0.10 -0.57
H -0.512366 -2.017004 1.113264 0.49 0.27 0.09
O -0.590849 -1.033952 -0.664420 -0.32 -0.02 -0.13
C -0.259190 -1.071052 0.647338 0.16 -0.03 -0.08
C -0.292476 0.210067 -1.125417 -0.38 0.20 -0.38

=====

# 19
9
Properties=species:S:1:pos:R:3:forces:R:3 method="wB97M-V/def2-TZVPD" e_lumo_ha=-0.0128
H 2.136561 -0.945470 0.338807 -0.07 0.09 -0.01
H -1.545901 -0.555924 0.789049 0.06 0.09 -0.12
H -2.016246 0.239871 -0.734228 0.07 -0.01 0.11
O 1.418253 0.831570 0.982207 0.01 -0.44 -0.36
C 1.421865 -0.119273 0.249207 0.38 0.36 0.65
C -1.236138 0.163663 0.025432 -0.08 0.02 -0.02
C 0.897210 -0.503501 -1.514287 -0.53 0.11 0.33
H -1.096533 1.140731 0.495037 -0.01 -0.15 -0.09
C 0.020928 -0.251670 -0.631222 0.16 -0.07 -0.50

=====

# 20
9
Properties=species:S:1:pos:R:3:forces:R:3 method="wB97M-V/def2-TZVPD" e_lumo_ha=0.0059
C -1.213043 -0.062382 -1.031018 -0.93 0.45 -0.78
C 1.029547 0.165633 1.325996 0.03 -0.14 0.34
C 0.022814 -0.551416 0.540384 0.47 0.06 0.39
O -0.945947 0.346362 0.199244 0.52 -0.43 -0.46
H 1.534299 -0.567773 1.948038 0.22 0.23 0.24
C -1.358314 -0.296293 -2.193339 -0.12 -0.03 0.22
H 1.758970 0.493995 0.562383 -0.16 -0.13 0.07
H -1.497159 -0.580590 -3.202804 -0.07 -0.01 -0.15
H 0.668833 1.052465 1.851116 0.04 0.00 0.12

=====

F_max readings, ordered: 6.02, 3.62, 4.97, 5.26, 3.95, 3.76, 2.75, 2.49, 4.65, 3.75, 4.60, 0.56, 3.96, 0.83, 3.45, 2.30, 2.54, 2.46, 0.84, 1.29 eV/A